[1]
{"formula": "C4H7N3", "method": "the ωB97M-V functional and the def2-TZVPD basis", "elements": ["H", "N", "C", "C", "N", "C", "N", "C", "H", "H", "H", "H", "H", "H"], "coordinates": [[1.912, 1.711, 2.511], [1.589, 1.551, 1.556], [1.597, 0.306, 1.310], [1.230, -0.249, -0.025], [1.303, 0.680, -1.239], [0.173, 0.277, -0.858], [-1.149, 0.346, -1.093], [-2.016, -0.721, -0.628], [1.908, -0.449, 2.048], [1.569, -1.278, -0.168], [-1.411, 0.826, -1.944], [-1.562, -1.164, 0.261], [-2.997, -0.327, -0.353], [-2.147, -1.509, -1.379]], "largest_force_ev_per_a": 0.447, "multiplicity": 1, "molar_mass_g_mol": 97.12, "homo_ha": -0.3383, "total_energy_ev": -8729.5018, "smiles": "[H]/N=C/[C@@H]1N=C1NC", "orbital_gap_ev": 10.1}

---

[2]
{"formula": "C4H7N3", "method": "the ωB97M-V functional and the def2-TZVPD basis", "elements": ["C", "C", "C", "C", "N", "N", "N", "H", "H", "H", "H", "H", "H", "H"], "coordinates": [[-0.205, -0.674, -0.283], [0.271, -0.200, 0.939], [-0.984, 1.096, -1.823], [-1.182, -0.302, -1.319], [0.351, -1.613, 0.373], [0.647, 0.575, 1.781], [1.976, -0.414, 3.483], [-0.918, 1.750, -0.993], [-1.667, 1.325, -2.600], [-0.015, 1.218, -2.456], [-0.915, -0.862, -2.201], [-2.063, -0.733, -0.880], [2.830, -0.005, 3.107], [1.875, -1.162, 2.872]], "largest_force_ev_per_a": 2.846, "multiplicity": 1, "molar_mass_g_mol": 97.12, "homo_ha": [-0.3264, -0.3597], "total_energy_ev": -8725.3123, "orbital_gap_ev": [9.2, 9.2]}

---

[3]
{"formula": "C4H7N3", "method": "the ωB97M-V functional and the def2-TZVPD basis", "elements": ["C", "C", "C", "C", "N", "N", "N", "H", "H", "H", "H", "H", "H", "H"], "coordinates": [[1.972, 1.986, -1.407], [-0.485, -1.941, 0.101], [0.354, 1.306, 0.199], [-1.525, -1.558, -0.716], [0.268, -2.521, 0.795], [1.273, 2.028, -0.514], [-0.005, 1.816, 1.294], [2.790, 2.102, -2.118], [-1.411, -0.618, -1.174], [-2.413, -1.254, -0.108], [-1.492, -2.327, -1.471], [0.986, -3.099, 1.340], [-0.485, 1.293, 2.044], [0.172, 2.786, 1.735]], "largest_force_ev_per_a": 6.789, "multiplicity": 1, "total_charge": 2, "molar_mass_g_mol": 97.12, "homo_ha": -0.6739, "total_energy_ev": -8709.2895, "orbital_gap_ev": 9.4}

---

[4]
{"formula": "C4H7N3", "method": "the ωB97M-V functional and the def2-TZVPD basis", "elements": ["C", "C", "C", "C", "N", "N", "N", "H", "H", "H", "H", "H", "H", "H"], "coordinates": [[-2.878, 0.458, -0.717], [-3.148, -0.378, 0.592], [2.919, -0.475, 0.051], [2.255, 0.841, -0.028], [0.485, -0.921, -0.282], [-1.934, 0.017, -0.072], [1.485, -0.382, -0.137], [-3.324, 0.998, -1.530], [-3.379, 0.111, 1.536], [-3.572, -1.366, 0.433], [3.482, -0.886, -0.792], [3.226, -0.885, 1.017], [2.088, 1.437, 0.873], [2.295, 1.432, -0.944]], "largest_force_ev_per_a": 2.437, "multiplicity": 1, "total_charge": 2, "molar_mass_g_mol": 97.12, "homo_ha": [-0.7667, -0.7143], "total_energy_ev": -8705.0179, "orbital_gap_ev": [10.3, 6.9]}

---

[5]
{"formula": "C4H7N3O", "method": "the ωB97M-V functional and the def2-TZVPD basis", "elements": ["C", "N", "C", "C", "C", "N", "O", "N", "H", "H", "H", "H", "H", "H", "H"], "coordinates": [[-0.783, 0.169, -1.655], [1.531, 0.079, -0.386], [-0.240, 1.165, 0.756], [0.868, -0.405, 0.740], [0.043, 0.502, -0.472], [0.776, -1.710, 1.115], [-1.191, 2.085, 0.935], [0.509, 0.625, 1.692], [-1.283, 2.229, 1.890], [1.674, -0.680, -1.055], [0.182, -1.870, 1.916], [0.957, -2.432, 0.433], [-0.811, -0.912, -1.856], [-1.811, 0.495, -1.487], [-0.422, 0.660, -2.568]], "largest_force_ev_per_a": 0.673, "multiplicity": 1, "molar_mass_g_mol": 113.12, "homo_ha": -0.2546, "total_energy_ev": -10776.2909, "orbital_gap_ev": 7.7}

---

[6]
{"formula": "C4H7N3O", "method": "the ωB97M-V functional and the def2-TZVPD basis", "elements": ["H", "N", "C", "C", "C", "N", "C", "N", "O", "H", "H", "H", "H", "H", "H"], "coordinates": [[2.944, -1.030, 0.385], [2.766, -0.048, 0.457], [1.513, 0.154, 0.061], [0.911, 1.429, -0.194], [-0.364, 1.266, -0.390], [-0.783, -0.104, -0.353], [-1.965, -0.367, 0.492], [0.514, -0.620, 0.067], [0.650, -1.898, -0.453], [1.471, 2.256, -0.576], [-1.215, 1.943, -0.304], [-1.912, 0.251, 1.389], [-1.944, -1.420, 0.882], [-2.971, -0.103, -0.085], [0.384, -1.708, -1.376]], "largest_force_ev_per_a": 9.459, "multiplicity": 1, "molar_mass_g_mol": 113.12, "homo_ha": -0.3072, "total_energy_ev": -10774.4802, "smiles": "[H]/N=c1/ccn(C)n1O", "orbital_gap_ev": 8.9}

---

[7]
{"formula": "C4H7N3O", "method": "the ωB97M-V functional and the def2-TZVPD basis", "elements": ["O", "N", "C", "C", "C", "N", "N", "C", "H", "H", "H", "H", "H", "H", "H"], "coordinates": [[-0.387, -2.634, 0.681], [-0.621, -1.263, 0.144], [-0.053, -0.880, -1.077], [0.359, 0.288, -1.383], [0.532, 1.524, -0.673], [-0.225, 1.678, 0.648], [-0.219, 0.679, 1.647], [-0.522, -0.548, 1.288], [-1.202, -2.974, 1.178], [-0.325, -1.809, -1.675], [0.508, 0.578, -2.420], [0.446, 2.560, -1.203], [1.723, 1.370, -0.633], [0.338, 2.450, 1.114], [-0.353, -1.017, 2.363]], "largest_force_ev_per_a": 6.785, "multiplicity": 1, "molar_mass_g_mol": 113.12, "homo_ha": -0.3056, "total_energy_ev": -10773.2293, "smiles": "ON1C=CCNN=C1", "orbital_gap_ev": 9.1}

---

[8]
{"formula": "C4H7N3O", "method": "the ωB97M-V functional and the def2-TZVPD basis", "elements": ["H", "N", "C", "C", "C", "C", "N", "N", "O", "H", "H", "H", "H", "H", "H"], "coordinates": [[-0.199, 1.104, -2.495], [0.670, 1.003, -1.973], [0.563, 0.249, -0.973], [1.707, 0.189, 0.039], [1.733, 0.465, 1.334], [-0.606, -0.201, -0.211], [-0.601, -1.392, 0.469], [-1.609, 0.620, -0.267], [-2.858, -0.011, -0.011], [2.631, -0.012, -0.489], [0.834, 0.631, 1.905], [2.661, 0.459, 1.885], [0.070, -2.088, 0.187], [-1.503, -1.710, 0.789], [-3.494, 0.693, -0.189]], "largest_force_ev_per_a": 4.489, "multiplicity": 1, "molar_mass_g_mol": 113.12, "homo_ha": -0.3242, "total_energy_ev": -10776.0829, "smiles": "[H]/N=C(C=C)\\C(N)=N\\O", "orbital_gap_ev": 9.1}

---

[9]
{"formula": "C4H7N3O", "method": "the ωB97M-V functional and the def2-TZVPD basis", "elements": ["C", "N", "N", "C", "O", "N", "C", "C", "H", "H", "H", "H", "H", "H", "H"], "coordinates": [[-2.713, 0.545, 0.099], [-2.277, -0.675, -0.101], [-0.958, -0.933, 0.096], [0.049, -0.023, -0.098], [-0.229, 1.214, -0.116], [1.348, -0.637, -0.069], [2.351, 0.141, -0.687], [2.270, 0.105, 0.834], [-2.135, 1.417, 0.303], [-3.776, 0.720, 0.106], [-0.750, -1.858, -0.105], [3.138, -0.516, -1.216], [1.984, 1.031, -1.225], [1.845, 1.036, 1.222], [2.993, -0.438, 1.477]], "largest_force_ev_per_a": 4.003, "multiplicity": 1, "molar_mass_g_mol": 113.12, "homo_ha": -0.3547, "total_energy_ev": -10776.5996, "smiles": "C=NNC(=O)N1CC1", "orbital_gap_ev": 10.7}

---

[10]
{"formula": "C4H7N3O", "method": "the ωB97M-V functional and the def2-TZVPD basis", "elements": ["H", "N", "C", "N", "N", "C", "C", "O", "C", "H", "H", "H", "H", "H", "H"], "coordinates": [[-2.428, -0.627, -0.648], [-1.705, -1.202, -1.118], [-0.680, -0.888, -0.495], [0.686, -1.290, -0.913], [1.681, -0.304, -0.610], [0.707, 0.648, -0.059], [0.514, 1.772, 0.993], [-0.898, 1.116, 1.295], [-0.413, -0.076, 0.780], [0.583, -1.335, -1.910], [2.104, -0.816, 0.136], [0.201, 1.025, -0.914], [0.252, 2.800, 0.618], [1.000, 1.641, 1.981], [0.067, -0.776, 1.541]], "largest_force_ev_per_a": 4.420, "multiplicity": 1, "molar_mass_g_mol": 113.12, "homo_ha": -0.3419, "total_energy_ev": -10774.3529, "smiles": "[H]/N=C1/NN[C@@H]2CO[C@@H]12", "orbital_gap_ev": 10.1}

---

[11]
{"formula": "C4H7N3O", "method": "the ωB97M-V functional and the def2-TZVPD basis", "elements": ["N", "C", "C", "C", "N", "N", "C", "O", "H", "H", "H", "H", "H", "H", "H"], "coordinates": [[0.841, -0.258, 1.514], [0.721, -0.339, 0.085], [0.876, -1.808, -0.354], [-0.539, -1.170, -0.404], [-1.555, -0.383, 0.376], [-1.126, 0.909, -0.198], [0.253, 0.984, -0.487], [0.762, 2.014, -0.819], [-0.100, -0.165, 1.867], [1.357, 0.577, 1.782], [1.143, -2.389, 0.510], [1.282, -2.144, -1.314], [-0.807, -0.951, -1.463], [-2.471, -0.626, -0.034], [-1.481, 1.703, 0.322]], "largest_force_ev_per_a": 2.931, "multiplicity": 1, "molar_mass_g_mol": 113.12, "homo_ha": -0.3346, "total_energy_ev": -10774.6904, "smiles": "N[C@@]12C[C@H]1NNC2=O", "orbital_gap_ev": 9.9}

---

[12]
{"formula": "C4H7N3O", "method": "the ωB97M-V functional and the def2-TZVPD basis", "elements": ["C", "C", "C", "C", "N", "N", "N", "O", "H", "H", "H", "H", "H", "H", "H"], "coordinates": [[-0.804, 0.899, 0.494], [1.145, -0.403, -0.179], [-1.726, 0.027, -0.111], [1.728, 0.552, -1.119], [-0.392, 1.845, 1.177], [1.263, -1.399, 0.467], [-1.896, -1.199, 0.569], [-2.232, 0.197, -1.201], [1.637, 1.478, -0.775], [2.736, 0.235, -1.185], [1.161, 0.548, -2.030], [-0.987, 2.534, 1.760], [2.108, -2.029, 0.745], [-1.390, -1.381, 1.411], [-2.350, -1.904, -0.021]], "largest_force_ev_per_a": 4.424, "multiplicity": 1, "molar_mass_g_mol": 113.12, "homo_ha": [-0.2525, -0.2571], "total_energy_ev": -10774.8598, "orbital_gap_ev": [7.0, 7.3]}